DFT (ωB97M-V/def2-TZVPD) results for one molecule with the formula C4H5NO in a non-equilibrium geometry.

Computed properties:
Orbital gap in eV: 9.279
E_tot in a.u.: -285.215284
LUMO in eV: 0.630
Energy above the lowest of the compared OMol25 structures with the same formula, charge and spin in eV: 5.4233
Max |F| in eV/Å: 2.24

Each line ends with the Löwdin charge.
CARTESIAN COORDINATES (ANGSTROEM)
N (2.87, -0.27, 0.64)  0.162
C (1.85, -0.49, 0.13)  -0.203
C (0.58, -0.85, -0.51)  -0.174
C (-0.23, 1.17, 0.76)  0.065
C (-1.34, 0.70, -0.09)  -0.211
O (-0.56, -0.49, 0.28)  -0.168
H (0.53, -1.93, -0.60)  0.133
H (0.55, -0.41, -1.51)  0.136
H (-0.58, 1.07, 1.80)  0.039
H (-2.36, 0.56, 0.26)  0.114
H (-1.29, 0.92, -1.16)  0.106